# 1
This record from OMol25 describes 11 unconnected molecules or ions with the total composition C10H44N21O10 at a distorted geometry. The level of theory is ωB97M-V/def2-TZVPD.

Geometry as XYZ:
```
85
Properties=species:S:1:pos:R:3
C 1.61478 1.56894 -2.75852
C 0.69370 -3.68826 -2.45671
H -4.11110 2.04976 -0.80645
C 2.08656 1.06321 3.12812
H -0.40056 0.68996 0.74744
N 4.35857 1.24646 -0.11068
O -1.64502 2.50581 -1.08328
N -3.72143 1.94429 -1.73226
H 0.92024 -5.61916 -2.66146
H -1.67154 -3.08329 -1.92004
H 2.71280 -2.02138 3.16461
N 1.44751 2.81633 -2.76856
O -2.33288 -1.09408 -0.82318
N -2.17610 -2.24312 1.57614
N -3.47307 0.83945 2.43107
N 3.24555 1.12104 3.69962
O 5.33403 -0.66213 -0.77252
C 1.42552 -2.78753 1.87235
H -1.33266 3.10189 1.78499
H 3.38024 1.62373 -3.68508
H -4.38485 1.94432 -2.49382
H 0.44689 -0.72969 0.67429
H 0.34245 1.09881 3.46786
H 0.75607 -3.92944 0.37977
H 2.97785 -3.74364 2.70541
O 0.32035 4.39531 2.93681
C 4.50805 -0.07515 -0.13848
N -3.83558 -1.01874 -2.52125
H -3.46390 -4.81573 0.73161
H 3.21299 -1.57869 0.15865
N 1.00494 -4.74961 -3.16822
N 1.14876 0.98714 4.06577
H 2.72186 0.06492 -3.46547
H 1.04900 3.03385 1.25825
C -2.89080 -1.53704 -1.77047
H 5.09834 1.80209 -0.51578
H 3.42711 0.82359 4.64759
C -2.23689 1.31015 2.22945
H 0.35404 6.41684 0.45980
H -3.03762 3.17546 2.07586
N -2.18008 2.64196 2.08573
H 1.21929 0.61948 5.00382
O 1.87125 1.14937 1.92674
H 3.60111 1.69102 0.38805
H -4.52129 -1.48119 -3.10095
O 0.40896 -3.80242 -1.32537
H -4.11374 -0.12459 -2.14279
H -0.15555 6.59173 2.06820
C 0.38659 4.75959 1.78463
H 1.04867 -2.66858 -4.06547
H -4.16245 1.47636 2.05795
H -2.83355 2.48936 -3.81564
N -3.09981 -3.87364 0.73437
H -2.44981 -2.37664 -3.32510
N 2.58748 1.06411 -3.40494
O 0.79987 0.78722 -2.25676
H -1.92459 -1.73331 2.41097
H 2.78565 0.08288 0.71048
H 4.03303 1.06164 3.06997
N 2.46600 -2.87328 2.68143
O 0.91682 -1.75747 1.55198
H -0.81695 -0.36487 -0.38399
N -2.14918 2.06971 -3.20277
H 0.66468 4.16129 -0.10420
H -2.88098 -3.35000 -0.10111
N 1.40889 -3.87046 1.14818
H 0.59633 3.06218 -2.28363
H 2.19483 3.42599 -3.06847
N -2.44980 -2.59441 -2.33886
C -2.46576 2.11931 -1.90690
O -1.25241 0.57702 2.19372
H 0.58274 0.29296 -0.61325
H -1.18871 1.86230 -3.43641
H 0.66176 -1.64453 -2.74868
N 0.25612 5.98948 1.36968
C -2.63478 -3.36977 1.82935
H -2.36076 -1.83728 0.66989
N 0.72145 3.90761 0.87178
H 1.40878 -4.62796 -4.08594
H 1.60851 -4.66337 1.74109
N 3.40557 -0.59634 0.29280
N 0.79929 -2.58499 -3.09032
N -0.02234 -0.01728 0.13356
H -3.79319 -0.09648 2.63522
O -2.85215 -3.82040 2.89871
```

Calculated values
Net charge = +1
LUMO = -2.14 eV
HOMO-LUMO gap = 8.7 eV
E_tot = -2309.75567 Eh

So, what does the Löwdin scheme give us? The charges, in e, come out as:
1. C -0.793
2. C -0.820
3. H 0.130
4. C -0.730
5. H 0.054
6. N 0.151
7. O 0.032
8. N 0.166
9. H 0.131
10. H 0.092
11. H 0.111
12. N 0.222
13. O 0.039
14. N 0.187
15. N 0.182
16. N 0.190
17. O 0.050
18. C -0.720
19. H 0.071
20. H 0.128
21. H 0.128
22. H -0.004
23. H 0.083
24. H 0.063
25. H 0.119
26. O 0.045
27. C -0.794
28. N 0.193
29. H 0.126
30. H 0.120
31. N 0.185
32. N 0.201
33. H 0.130
34. H 0.087
35. C -0.764
36. H 0.112
37. H 0.124
38. C -0.652
39. H 0.114
40. H 0.114
41. N 0.203
42. H 0.128
43. O -0.013
44. H 0.080
45. H 0.134
46. O 0.055
47. H 0.076
48. H 0.120
49. C -0.821
50. H 0.119
51. H 0.096
52. H 0.113
53. N 0.181
54. H 0.130
55. N 0.210
56. O -0.025
57. H 0.117
58. H 0.044
59. H 0.116
60. N 0.176
61. O 0.044
62. H 0.063
63. N 0.166
64. H 0.101
65. H 0.067
66. N 0.184
67. H 0.107
68. H 0.139
69. N 0.193
70. C -0.749
71. O -0.014
72. H 0.057
73. H 0.091
74. H 0.102
75. N 0.178
76. C -0.882
77. H 0.053
78. N 0.181
79. H 0.115
80. H 0.120
81. N 0.181
82. N 0.206
83. N 0.263
84. H 0.118
85. O 0.073


# 2
This record from OMol25 describes 20 unconnected molecules or ions with the total composition C10H55Cl2FNO21S at a distorted geometry. The level of theory is ωB97M-V/def2-TZVPD.

Geometry as XYZ:
```
91
Properties=species:S:1:pos:R:3
O 2.09745 -3.85920 2.94365
H -2.11247 2.75673 0.30237
O 3.18508 0.34083 -0.08690
H -3.44543 5.55299 0.22201
O -2.68653 1.88868 3.98719
H 1.86941 -6.05175 -2.80967
H 3.53987 7.23095 -8.45974
H -2.14884 1.12975 3.74048
H 4.46381 -2.13687 1.20763
H -5.05540 1.42070 5.68122
H -1.06006 2.04250 -2.18198
O -3.04317 -1.68684 6.87167
O -1.94410 1.19472 6.77743
N -2.58938 1.16153 -1.02557
S 0.97284 0.32649 -2.90600
O -3.28088 -3.88980 -2.31452
F 1.31321 1.95342 -2.86326
H -0.34429 -3.52236 2.39969
H -0.21048 -4.58900 -3.02928
H 2.76479 -6.25951 -1.59922
C -4.14118 -0.70108 -1.99136
H 2.33659 1.92210 -4.90391
H -3.25730 1.89399 -1.31877
H -1.14819 -5.77991 -3.14815
H -2.56183 1.22806 1.13360
H -3.05315 -1.73279 7.83372
H -3.65453 -0.51620 -2.98719
H -5.39599 2.89373 5.82627
H -3.38467 4.55098 1.36413
Cl 0.78294 -3.08367 -1.15878
H -2.74111 -4.64063 -2.58572
C -0.44426 -0.08249 -1.74833
H -2.55242 1.97222 4.94629
H 0.50664 2.92218 3.11632
H -2.99321 -2.69692 1.50924
H -4.11637 -1.83779 -1.83775
H 5.21142 -3.34118 4.89731
C 0.09788 -0.01622 -0.23638
O -0.78327 -5.04609 -3.65699
H 3.02601 -3.89529 3.20240
H -1.80684 1.27736 7.72737
H 1.88429 3.42046 2.71517
H 6.35070 -4.14148 4.28887
H 5.36194 -2.34878 2.41897
O 4.05542 4.06144 -7.92863
O 1.83781 -6.22157 -1.86038
H -2.83339 -0.89477 -0.21966
O 5.81765 -3.35051 4.14830
O 4.48677 7.08536 -8.36126
H 6.88825 8.30629 -5.87189
C -0.40887 1.37655 0.38124
C -1.96615 1.63022 0.25708
H -1.57090 -4.10069 1.09504
C -0.27070 -1.26131 0.65385
H 0.94708 -0.78748 5.93614
H 4.10856 0.30490 0.18681
H 2.77269 1.29791 -6.21774
H -4.21002 0.24944 -0.01089
C -1.56217 1.02353 -2.09145
O 0.55860 -0.08261 -4.28258
C -0.49812 -3.79479 1.32031
H -0.89648 -1.08157 -2.03726
H 0.06533 -0.57028 4.71760
H 0.12026 2.18020 -0.22913
O -4.78377 2.22092 6.14405
C -3.39568 -0.06903 -0.73956
Cl -1.08414 -0.88425 2.25028
H -3.08019 -0.74007 6.68215
H -5.23168 -0.41840 -1.95710
H -1.40136 0.42896 6.52660
H 4.65009 4.50266 -7.31077
O 2.80153 2.12484 -5.72186
O 2.22186 -0.40081 -2.57348
H -4.38399 -3.18080 1.89373
H 1.24137 0.05319 -0.22771
C -0.05243 -2.60068 0.36343
H 2.12942 -3.68684 1.99761
O -3.77597 -3.12834 1.14667
H -0.07134 1.54317 1.45603
H 0.13391 -4.69494 1.03938
O 0.02322 -0.73886 5.66501
H 4.60130 6.14881 -8.56627
H 3.68175 3.33713 -7.41274
H -1.98687 0.82154 -3.12057
O -3.39356 4.60675 0.40050
H -3.13421 -3.82796 -1.36142
O 1.10254 2.98248 2.35848
O 6.51774 7.44435 -5.65538
O 4.43396 -2.30867 2.15620
H 3.22911 0.50710 -1.03749
H 5.75626 7.36297 -6.24480
```

Calculated values
Net charge = +1
ΔE to the lowest compared entry with this formula, charge and spin = 0.0 kcal per mole
LUMO = -3.23 eV
HOMO-LUMO gap = 9.0 eV
E_tot = -3466.90537 Eh

So, what does the Löwdin scheme give us? The charges, in e, come out as:
1. O -0.065
2. H 0.124
3. O -0.062
4. H 0.052
5. O -0.077
6. H 0.033
7. H 0.045
8. H -0.033
9. H 0.035
10. H 0.036
11. H 0.148
12. O -0.060
13. O -0.064
14. N -0.095
15. S 0.801
16. O -0.056
17. F -0.183
18. H 0.069
19. H -0.036
20. H 0.040
21. C -0.039
22. H -0.009
23. H 0.200
24. H 0.045
25. H 0.113
26. H 0.042
27. H 0.084
28. H 0.042
29. H 0.049
30. Cl 0.744
31. H 0.011
32. C -0.222
33. H 0.001
34. H 0.045
35. H -0.026
36. H 0.073
37. H 0.054
38. C -0.262
39. O -0.055
40. H 0.017
41. H 0.066
42. H 0.057
43. H 0.058
44. H 0.021
45. O -0.055
46. O -0.081
47. H 0.107
48. O -0.047
49. O -0.051
50. H 0.034
51. C -0.135
52. C -0.119
53. H 0.077
54. C -0.501
55. H 0.061
56. H 0.055
57. H 0.055
58. H 0.153
59. C -0.103
60. O -0.278
61. C -0.112
62. H 0.134
63. H -0.007
64. H 0.132
65. O -0.056
66. C -0.158
67. Cl 0.746
68. H -0.002
69. H 0.093
70. H 0.002
71. H 0.037
72. O -0.042
73. O -0.297
74. H 0.061
75. H 0.110
76. C -0.600
77. H 0.010
78. O -0.053
79. H 0.090
80. H 0.088
81. O -0.046
82. H 0.012
83. H 0.006
84. H 0.147
85. O -0.061
86. H 0.014
87. O -0.056
88. O -0.070
89. O -0.070
90. H 0.012
91. H 0.002


# 3
This record from OMol25 describes 26 unconnected molecules or ions with the total composition C10H72O26 at a distorted geometry. The level of theory is ωB97M-V/def2-TZVPD.

Geometry as XYZ:
```
108
Properties=species:S:1:pos:R:3
H 27.48097 14.69753 -4.59931
H 21.90432 15.63547 -5.01327
H 22.06402 7.60218 -4.10311
C 25.40737 7.57758 -11.46134
H 22.84736 13.57143 -3.97749
H 21.20443 9.99956 -13.45211
H 25.60263 15.70630 -10.43346
H 24.13884 14.97731 -12.24493
H 22.37932 9.25879 -12.33342
H 23.53701 16.86650 -6.81582
O 23.92101 6.75918 -5.00036
H 23.13655 13.24535 -8.76727
O 24.46324 12.77098 -3.01894
H 29.35655 13.83461 -7.28715
H 26.72346 8.44226 -6.26259
C 23.03902 7.77814 -4.55754
H 24.66775 13.68053 -1.23717
C 27.33561 5.94665 -8.95515
O 26.75706 15.07315 -6.52493
C 23.28647 16.16379 -6.02114
H 28.76883 11.62228 -11.98109
O 20.38319 14.32750 -8.19482
O 24.75730 6.90538 -10.36216
H 20.93584 12.40285 -3.90866
H 26.77112 15.96292 -6.88509
H 21.78242 12.40397 -5.42614
H 28.92666 7.93223 -2.90605
H 21.43936 8.21884 -13.47336
C 24.43905 13.92678 -2.27406
H 19.56500 14.82428 -8.19801
O 20.36030 9.07601 -11.90891
C 24.81630 9.55360 -1.24089
O 26.41286 4.91000 -8.76739
H 24.10298 11.45908 -13.49085
H 23.87031 9.82207 -1.71114
O 22.09708 14.05891 -4.32540
H 28.10909 11.97896 -8.93894
H 24.05485 7.48968 -10.06762
O 29.00780 10.69550 -11.96692
O 22.03436 16.42802 -5.53915
H 24.69197 7.80765 -12.25088
H 22.71911 9.35861 -10.36163
C 25.14949 11.21807 -7.00694
O 28.37858 8.95653 -7.10904
H 26.57185 11.41180 -1.39906
O 28.12127 11.03041 -9.06679
H 23.25983 15.16327 -6.45280
H 25.04254 14.72888 -2.69896
O 24.56773 14.34127 -11.67245
H 28.23344 5.92428 -8.33749
H 25.69502 11.06559 -8.90066
O 30.30400 13.86391 -7.42029
O 25.33926 10.47028 -0.39002
H 28.39817 8.66986 -4.11787
H 21.55314 9.13765 -7.59384
H 25.84077 14.23394 -4.92619
H 27.47782 10.88436 -2.49127
H 26.91045 6.85608 -8.53055
H 27.82935 14.41637 -9.18656
H 25.11156 12.14373 -2.69057
O 24.90653 10.92640 -8.37102
H 20.44494 13.97249 -7.30803
H 23.72342 8.25346 -3.85486
H 26.18256 11.00075 -6.73555
O 28.29809 8.60487 -3.16814
O 21.56057 10.08983 -7.49628
O 26.40673 16.17985 -10.22041
H 25.05940 12.30153 -6.92878
H 20.69424 8.73194 -11.07722
H 25.50550 9.38932 -2.06921
H 24.24065 12.09985 -12.12617
H 27.85446 13.97918 -12.33536
H 26.20186 15.91333 -4.57032
O 27.11649 11.69528 -2.13339
H 20.31655 13.50311 -5.12213
H 26.89468 7.15622 -5.48241
O 26.38815 7.96819 -5.50163
C 21.43297 9.11660 -12.85524
H 24.39581 10.79399 -6.34346
H 29.76357 10.63357 -12.55105
H 23.45984 14.36390 -2.07871
C 26.56735 15.02921 -5.09267
H 21.10242 10.41411 -8.27163
H 22.80986 8.51498 -5.32737
H 28.60458 10.90451 -9.88337
H 28.13888 9.71872 -7.63614
H 24.06280 16.33113 -5.27454
C 21.22845 13.04443 -4.73984
O 22.92931 14.05216 -9.23880
H 29.32205 8.86152 -7.23965
H 26.70195 16.53994 -11.05672
H 23.89635 14.10267 -11.03327
O 28.52189 13.30420 -12.45857
H 24.76440 8.54044 -0.84226
H 27.49687 6.16919 -10.00993
H 25.89254 8.45414 -11.03197
H 26.19713 6.92907 -11.84054
H 25.67871 5.13510 -9.34354
O 22.94263 8.68412 -9.72028
H 24.80773 7.12169 -5.06298
H 23.59239 9.09862 -9.15263
H 27.28624 14.09615 -7.81019
H 25.74352 9.92763 0.29095
O 23.88377 11.32945 -12.56815
H 22.10788 14.35298 -8.85023
H 30.43623 14.57404 -8.04835
H 28.71810 13.32884 -13.39512
O 27.59187 13.68376 -8.61813
```

Calculated values
Net charge = 0
LUMO = -0.32 eV
HOMO-LUMO gap = 8.8 eV
E_tot = -2380.23339 Eh

Here are the Löwdin charges for atoms 1 to 99, given in e:
1. H 0.087
2. H 0.016
3. H 0.079
4. C -0.124
5. H 0.045
6. H 0.082
7. H -0.001
8. H 0.057
9. H 0.039
10. H 0.084
11. O -0.128
12. H 0.034
13. O -0.116
14. H -0.006
15. H 0.003
16. C -0.151
17. H 0.092
18. C -0.192
19. O -0.134
20. C -0.206
21. H -0.028
22. O -0.027
23. O -0.154
24. H 0.089
25. H 0.097
26. H 0.085
27. H 0.038
28. H 0.081
29. C -0.176
30. H 0.062
31. O -0.125
32. C -0.201
33. O -0.109
34. H 0.039
35. H 0.087
36. O -0.136
37. H -0.004
38. H -0.004
39. O -0.053
40. O -0.111
41. H 0.071
42. H 0.040
43. C -0.126
44. O -0.048
45. H -0.011
46. O -0.041
47. H 0.073
48. H 0.075
49. O -0.044
50. H 0.076
51. H 0.056
52. O -0.050
53. O -0.101
54. H 0.014
55. H 0.024
56. H 0.065
57. H 0.018
58. H 0.054
59. H 0.039
60. H 0.046
61. O -0.125
62. H 0.025
63. H 0.062
64. H 0.077
65. O -0.042
66. O -0.055
67. O -0.048
68. H 0.066
69. H 0.050
70. H 0.070
71. H -0.003
72. H 0.049
73. H 0.075
74. O -0.042
75. H 0.085
76. H 0.058
77. O -0.043
78. C -0.142
79. H 0.080
80. H 0.040
81. H 0.083
82. C -0.107
83. H 0.029
84. H 0.054
85. H 0.018
86. H -0.005
87. H 0.064
88. C -0.120
89. O -0.040
90. H 0.056
91. H 0.032
92. H 0.005
93. O -0.025
94. H 0.095
95. H 0.069
96. H 0.078
97. H 0.071
98. H 0.051
99. O -0.020